Record 1
68
Properties=species:S:1:pos:R:3 method="wB97M-V/def2-TZVPD" total_charge=-2 gap_ev=5.4 e_lumo_ha=0.1700
Tl -0.90 -0.58 0.20
C -0.93 -0.69 4.40
O 0.05 0.15 4.99
C 1.19 0.41 4.24
C 2.37 0.51 4.94
C 3.58 0.78 4.28
C 3.56 0.92 2.91
C 2.37 0.81 2.17
C 2.48 0.97 0.73
N 1.61 0.64 -0.15
N 1.99 0.94 -1.45
C 1.20 0.38 -2.34
O 0.22 -0.39 -2.17
C 1.56 0.73 -3.76
C 2.85 1.10 -4.14
C 3.14 1.38 -5.47
C 2.15 1.31 -6.44
C 0.86 0.96 -6.07
C 0.57 0.66 -4.74
C 1.11 0.64 2.82
O -0.01 0.71 2.22
H -1.55 -1.05 5.23
H -0.47 -1.55 3.90
H -1.54 -0.16 3.67
H 2.33 0.36 6.01
H 4.50 0.87 4.84
H 4.48 1.11 2.37
H 3.43 1.38 0.36
H 3.60 1.17 -3.37
H 4.15 1.65 -5.75
H 2.38 1.52 -7.48
H 0.07 0.91 -6.81
H -0.42 0.36 -4.43
N -4.05 1.42 -0.43
C -3.64 2.50 -1.32
C -3.49 3.81 -0.52
C -2.19 4.57 -0.77
C -1.02 4.13 0.10
N -0.60 2.78 -0.25
H -4.07 0.52 -0.89
H -4.96 1.60 -0.02
H -4.34 2.65 -2.16
H -2.67 2.24 -1.74
H -3.56 3.54 0.54
H -4.33 4.48 -0.74
H -2.36 5.65 -0.62
H -1.89 4.47 -1.82
H -1.32 4.14 1.15
H -0.21 4.87 -0.01
H -0.13 2.30 0.51
H 0.03 2.78 -1.04
C -2.34 -5.86 2.74
C -2.52 -4.47 2.90
C -1.74 -3.60 2.20
C -0.74 -4.03 1.29
C 0.05 -3.06 0.59
C 1.00 -3.60 -0.26
C 1.19 -4.99 -0.44
C 0.43 -5.90 0.25
C -0.56 -5.44 1.14
C -1.38 -6.33 1.89
H -2.95 -6.56 3.30
H -3.28 -4.10 3.59
H -1.87 -2.53 2.32
H 1.63 -2.94 -0.85
H 1.94 -5.35 -1.14
H 0.57 -6.97 0.12
H -1.23 -7.40 1.76

Record 2
70
Properties=species:S:1:pos:R:3 method="wB97M-V/def2-TZVPD" total_charge=0 gap_ev=8.0 e_lumo_ha=-0.0056
C -6.14 -2.08 0.32
C -4.70 -1.75 0.10
C -4.01 -2.31 -0.97
C -2.69 -1.98 -1.23
C -2.02 -1.07 -0.41
C -0.64 -0.65 -0.70
N -0.46 0.63 -0.89
N 0.73 1.13 -1.11
C 1.80 0.37 -1.17
N 2.97 1.05 -1.40
C 4.23 0.81 -0.85
C 5.33 1.45 -1.42
C 6.60 1.26 -0.91
C 6.79 0.43 0.19
C 8.16 0.11 0.69
O 8.60 -1.03 0.64
N 8.89 1.14 1.18
C 8.40 2.48 1.39
C 10.25 0.91 1.61
C 5.69 -0.20 0.76
C 4.42 0.00 0.26
C 1.72 -1.06 -1.11
C 2.78 -1.95 -1.38
C 2.58 -3.30 -1.27
C 1.34 -3.82 -0.88
C 0.28 -2.98 -0.66
C 0.44 -1.59 -0.81
C -2.70 -0.51 0.66
C -4.01 -0.86 0.91
S -4.79 -0.05 2.32
O -3.81 0.77 2.96
O -5.49 -1.03 3.11
N -5.96 0.97 1.71
C -5.52 2.11 0.95
C -5.29 1.79 -0.53
C -5.07 3.05 -1.39
C -6.00 2.82 -2.59
C -7.10 1.97 -1.96
O -6.43 1.11 -1.06
H -6.37 -2.06 1.39
H -6.38 -3.05 -0.09
H -6.76 -1.33 -0.18
H -4.52 -3.00 -1.62
H -2.18 -2.40 -2.09
H 2.81 1.99 -1.72
H 5.19 2.09 -2.28
H 7.44 1.74 -1.37
H 8.61 2.79 2.42
H 8.89 3.19 0.72
H 7.32 2.52 1.23
H 10.50 -0.12 1.40
H 10.93 1.57 1.07
H 10.35 1.10 2.68
H 5.84 -0.85 1.62
H 3.58 -0.47 0.74
H 3.74 -1.56 -1.68
H 3.40 -3.98 -1.49
H 1.23 -4.88 -0.76
H -0.68 -3.37 -0.37
H -2.22 0.20 1.32
H -6.72 0.47 1.27
H -6.28 2.89 1.05
H -4.59 2.46 1.41
H -4.45 1.10 -0.63
H -4.03 3.16 -1.68
H -5.38 3.93 -0.83
H -6.38 3.75 -3.01
H -5.49 2.26 -3.36
H -7.64 1.35 -2.68
H -7.82 2.60 -1.42

Record 3
66
Properties=species:S:1:pos:R:3 method="wB97M-V/def2-TZVPD" total_charge=+1 gap_ev=7.1 e_lumo_ha=-0.1150
Ga -0.05 -0.23 -0.56
N 0.24 -1.09 -2.50
C 0.68 -0.07 -3.43
C 1.80 -0.31 -4.21
C 2.24 0.66 -5.09
C 1.56 1.87 -5.18
C 0.44 2.09 -4.39
C -0.03 1.12 -3.51
C -1.25 1.38 -2.69
C -2.30 2.12 -3.25
C -3.40 2.48 -2.51
C -3.48 2.13 -1.16
C -2.46 1.38 -0.59
C -1.36 0.97 -1.35
H -0.73 -1.33 -2.68
H 0.79 -1.93 -2.62
H 2.32 -1.25 -4.13
H 3.11 0.48 -5.71
H 1.91 2.65 -5.85
H -0.06 3.04 -4.44
H -2.24 2.41 -4.30
H -4.20 3.04 -2.97
H -4.33 2.44 -0.56
H -2.52 1.12 0.46
C 1.50 2.03 5.28
C 0.67 1.38 4.20
C -0.71 1.30 4.33
C -1.47 0.67 3.34
C -2.97 0.60 3.45
C -0.81 0.14 2.24
C 0.58 0.25 2.05
C 1.30 0.87 3.07
N 1.13 -0.26 0.86
C 2.59 -0.38 0.62
C 3.24 -1.27 1.68
C 3.30 0.99 0.52
C 2.78 -1.05 -0.74
H 0.88 2.51 6.03
H 2.17 2.78 4.86
H 2.12 1.28 5.79
H -1.20 1.72 5.20
H -3.28 0.42 4.48
H -3.38 -0.20 2.82
H -3.42 1.54 3.13
H -1.41 -0.41 1.52
H 2.37 0.97 3.01
H 3.00 -0.94 2.69
H 4.32 -1.28 1.57
H 2.87 -2.30 1.58
H 3.37 1.51 1.47
H 2.76 1.63 -0.18
H 4.32 0.85 0.15
H 2.23 -2.00 -0.78
H 3.83 -1.26 -0.92
H 2.44 -0.39 -1.55
Br -4.96 -3.33 -0.67
C -3.14 -3.27 -0.23
C -2.52 -4.33 0.41
C -1.17 -4.22 0.73
C -0.49 -3.07 0.41
N -1.10 -2.05 -0.22
C -2.40 -2.14 -0.53
H -3.08 -5.22 0.66
H -0.66 -5.03 1.24
H 0.55 -2.92 0.68
H -2.86 -1.29 -1.02

Record 4
77
Properties=species:S:1:pos:R:3 method="wB97M-V/def2-TZVPD" total_charge=-2 gap_ev="4.3 / 4.3" spin_multiplicity=2 s2=0.7692 e_lumo_ha="0.1188 / 0.1188"
V -0.11 0.24 0.49
C -2.03 -4.53 -0.03
C -1.10 -3.37 -0.26
N -0.51 -2.75 0.69
N -0.82 -2.99 2.00
C -0.29 -2.09 2.76
S 0.71 -0.71 2.25
S -0.57 -2.28 4.51
C 0.67 -3.59 4.90
C 0.52 -4.82 4.06
C -0.38 -5.82 4.41
C -0.53 -6.95 3.62
C 0.21 -7.08 2.45
C 1.08 -6.07 2.07
C 1.24 -4.95 2.88
C -0.82 -2.85 -1.62
C -1.27 -3.52 -2.76
C -1.02 -3.07 -4.04
C -0.28 -1.90 -4.22
C 0.18 -1.20 -3.12
C -0.13 -1.62 -1.83
O 0.20 -0.86 -0.80
H -2.10 -4.72 1.04
H -1.65 -5.43 -0.53
H -3.03 -4.32 -0.42
H 0.46 -3.79 5.95
H 1.65 -3.14 4.80
H -0.97 -5.71 5.32
H -1.23 -7.73 3.91
H 0.10 -7.97 1.83
H 1.64 -6.15 1.15
H 1.92 -4.17 2.58
H -1.83 -4.44 -2.62
H -1.38 -3.63 -4.89
H -0.05 -1.54 -5.22
H 0.78 -0.30 -3.23
C 1.91 4.29 -2.05
C 0.43 4.68 -1.91
C -0.39 3.66 -1.13
S -0.39 1.97 -1.80
O -1.57 1.29 -1.10
C -1.04 2.33 -3.48
C -2.55 2.52 -3.51
C -3.12 2.36 -4.92
H 2.35 4.69 -2.96
H 2.03 3.21 -2.08
H 2.50 4.67 -1.21
H -0.02 4.84 -2.89
H 0.33 5.63 -1.37
H -1.45 3.93 -1.05
H 0.01 3.54 -0.12
H -0.76 1.44 -4.05
H -0.50 3.18 -3.89
H -2.81 3.50 -3.11
H -3.00 1.77 -2.85
H -2.76 3.15 -5.58
H -4.21 2.40 -4.90
H -2.82 1.40 -5.34
Se 3.93 4.38 1.56
Sb 4.00 2.13 0.56
Se 5.02 2.43 -1.66
Se 5.61 0.74 1.79
Se 1.76 1.09 0.48
Br -7.27 -0.21 1.87
C -5.78 0.97 1.74
C -5.99 2.33 1.89
C -4.91 3.19 1.82
C -3.63 2.69 1.60
C -3.44 1.33 1.43
C -4.52 0.45 1.51
C -2.07 0.76 1.22
O -1.93 -0.45 0.89
O -1.05 1.52 1.45
H -6.99 2.71 2.07
H -5.06 4.25 1.95
H -2.77 3.35 1.55
H -4.35 -0.61 1.40

Record 5
70
Properties=species:S:1:pos:R:3 method="wB97M-V/def2-TZVPD" total_charge=+1 gap_ev="7.4 / 5.8" spin_multiplicity=5 s2=6.0356 e_lumo_ha="-0.0882 / -0.1579"
Ir 0.75 0.36 0.56
C 3.49 3.34 -0.02
C 2.15 2.88 -0.51
O 1.95 1.69 -0.80
N 1.17 3.78 -0.59
C -0.15 3.47 -1.11
C -1.16 3.17 -0.04
C -2.38 3.84 -0.01
C -3.27 3.58 1.01
C -2.91 2.68 2.00
C -1.69 2.04 1.90
N -0.84 2.25 0.89
H 4.24 2.64 -0.35
H 3.48 3.34 1.07
H 3.73 4.35 -0.38
H 1.37 4.74 -0.32
H -0.04 2.61 -1.77
H -0.49 4.31 -1.71
H -2.61 4.56 -0.78
H -4.22 4.09 1.05
H -3.56 2.46 2.84
H -1.37 1.33 2.64
Cl 7.06 -2.82 0.82
C 5.66 -1.84 1.12
C 5.68 -0.90 2.11
C 4.55 -0.10 2.38
I 4.64 1.32 3.89
C 3.39 -0.23 1.65
O 2.31 0.49 1.89
C 3.39 -1.19 0.60
N 2.24 -1.27 -0.13
C 2.15 -2.15 -1.10
C 3.20 -3.01 -1.44
C 4.37 -2.94 -0.73
C 4.50 -2.01 0.32
H 6.58 -0.78 2.71
H 1.21 -2.17 -1.65
H 3.08 -3.72 -2.25
H 5.20 -3.59 -0.97
C -5.21 -1.83 -1.85
C -3.83 -1.23 -1.82
C -3.33 -0.54 -2.92
C -2.04 -0.02 -2.92
C -1.50 0.69 -4.13
C -1.26 -0.18 -1.79
C -1.74 -0.83 -0.64
C -3.04 -1.37 -0.69
N -0.91 -0.89 0.46
C -1.15 -1.85 1.56
C -2.43 -1.51 2.36
C 0.05 -1.78 2.50
C -1.19 -3.27 0.97
H -5.79 -1.46 -2.70
H -5.76 -1.59 -0.94
H -5.16 -2.91 -1.92
H -3.95 -0.44 -3.80
H -1.89 0.26 -5.05
H -0.41 0.65 -4.17
H -1.79 1.75 -4.12
H -0.22 0.15 -1.81
H -3.45 -1.90 0.15
H -2.18 -1.26 3.39
H -3.12 -2.36 2.39
H -2.97 -0.66 1.94
H 0.19 -0.78 2.91
H 0.97 -2.10 2.01
H -0.13 -2.45 3.35
H -2.04 -3.43 0.30
H -1.27 -3.99 1.79
H -0.27 -3.47 0.42

Record 6
78
Properties=species:S:1:pos:R:3 method="wB97M-V/def2-TZVPD" total_charge=+3 gap_ev="7.4 / 7.9" spin_multiplicity=3 s2=2.0249 e_lumo_ha="-0.3188 / -0.3021"
W 2.20 -2.74 -1.09
C 2.63 -0.74 -3.88
O 2.73 -2.06 -3.23
C 3.83 -2.83 -3.79
C 3.68 -4.24 -3.27
O 3.57 -4.21 -1.82
C 4.72 -4.25 -0.95
C 5.39 -2.89 -0.77
O 4.34 -1.95 -0.75
C 4.83 -0.62 -0.95
H 2.59 -0.89 -4.94
H 1.66 -0.35 -3.54
H 3.48 -0.13 -3.68
H 4.76 -2.38 -3.36
H 3.89 -2.83 -4.88
H 4.57 -4.89 -3.61
H 2.78 -4.73 -3.58
H 5.46 -4.94 -1.35
H 4.29 -4.53 0.04
H 6.20 -2.63 -1.44
H 5.93 -2.88 0.25
H 5.13 -0.40 -2.01
H 5.76 -0.50 -0.35
H 4.02 0.08 -0.61
F 0.06 3.88 -0.72
C -0.30 2.78 -0.06
C 0.49 1.70 -0.14
C 0.20 0.57 0.65
C 0.95 -0.62 0.57
O 1.76 -0.84 -0.46
C 0.79 -1.54 1.60
C -0.26 -1.37 2.49
N -1.07 -0.36 2.51
C -2.34 -0.41 3.20
C -2.47 -1.31 4.41
C -2.48 0.15 4.58
C -0.80 0.73 1.61
C -1.59 1.86 1.73
C -1.42 2.91 0.87
N -2.21 4.05 0.80
C -3.13 4.28 1.85
C -3.61 5.73 1.93
N -3.80 6.31 0.54
C -3.79 5.22 -0.53
C -2.51 4.51 -0.60
C 1.61 -2.83 1.79
O 1.54 -3.40 2.78
O 2.50 -3.08 0.77
H 1.31 1.76 -0.81
H -0.46 -2.15 3.15
H -3.17 -0.39 2.53
H -1.61 -1.85 4.77
H -3.45 -1.79 4.54
H -1.59 0.64 4.98
H -3.42 0.55 4.81
H -2.38 1.93 2.51
H -2.60 4.14 2.77
H -3.97 3.51 1.78
H -2.93 6.40 2.48
H -4.53 5.69 2.53
H -3.11 6.95 0.26
H -4.73 6.74 0.58
H -4.20 5.69 -1.46
H -4.61 4.54 -0.24
H -1.72 5.12 -0.84
H -2.60 3.72 -1.31
F -4.12 0.12 -0.30
C -3.25 -0.83 -0.67
C -3.39 -2.13 -0.21
F -4.39 -2.57 0.51
C -2.33 -3.02 -0.45
F -2.36 -4.27 0.11
C -1.24 -2.67 -1.23
Se 0.14 -3.95 -1.42
C -1.23 -1.40 -1.80
F -0.28 -1.12 -2.62
C -2.19 -0.48 -1.47
F -2.16 0.70 -2.09

no.,molecular weight (g mol⁻¹)
1,687.98
2,545.67
3,572.22
4,1137.23
5,823.18
6,895.38